Arrangement a

This record from the Open Molecules 2025 dataset describes a 2-piece molecular cluster, C9H14 overall. The level of theory is ωB97M-V with the def2-TZVPD basis set.

As for the HOMO energy: -0.3328 Eh. As for the structure (SMILES): Cc1ccccc1.CC. As for the spin multiplicity: 1. Its LUMO energy is 1.05 eV.

Each line ends with the natural charge from an NBO analysis.
Atoms and positions in Å:
C: 0.064 -3.750 -2.181  -0.6264
C: -0.188 -2.563 -1.277  -0.0145
C: -0.665 -2.723 0.018  -0.2208
C: -0.893 -1.608 0.819  -0.2004
C: -0.526 -0.345 0.384  -0.2188
C: -0.003 -0.190 -0.894  -0.2067
C: 0.071 -1.280 -1.747  -0.2093
H: 1.113 -4.025 -2.154  0.2206
H: -0.223 -3.512 -3.204  0.2158
H: -0.565 -4.589 -1.875  0.2143
H: -0.811 -3.690 0.475  0.2098
H: -1.289 -1.787 1.810  0.2101
H: -0.441 0.499 1.060  0.2069
H: 0.422 0.766 -1.184  0.2114
H: 0.339 -1.134 -2.784  0.2066
C: -0.271 3.532 1.773  -0.6084
C: 1.151 3.989 1.398  -0.6133
H: -0.537 3.808 2.792  0.2058
H: -1.064 3.971 1.163  0.2065
H: -0.290 2.447 1.722  0.1973
H: 1.240 4.280 0.355  0.2046
H: 1.572 4.789 2.008  0.2066
H: 1.793 3.114 1.525  0.2022

---

Arrangement b

This record from the Open Molecules 2025 dataset describes a 2-piece molecular cluster, C9H14 overall. The level of theory is ωB97M-V with the def2-TZVPD basis set.

As for the HOMO energy: -0.3290 Eh. As for the structure (SMILES): Cc1ccccc1.CC. As for the spin multiplicity: 1. Its LUMO energy is 1.04 eV.

Each line ends with the natural charge from an NBO analysis.
Atoms and positions in Å:
C: -1.445 -0.492 -1.609  -0.6328
C: -0.064 0.152 -1.477  -0.0106
C: 0.923 -0.483 -0.682  -0.2322
C: 2.092 0.245 -0.453  -0.2007
C: 2.213 1.584 -0.835  -0.2231
C: 1.355 2.127 -1.780  -0.2033
C: 0.192 1.378 -2.077  -0.2204
H: -2.194 0.304 -1.521  0.2189
H: -1.669 -1.267 -0.898  0.2156
H: -1.572 -0.842 -2.635  0.2197
H: 0.629 -1.420 -0.228  0.2202
H: 2.926 -0.209 0.086  0.2121
H: 3.055 2.166 -0.481  0.2097
H: 1.678 3.047 -2.235  0.2178
H: -0.409 1.760 -2.907  0.2093
C: -0.406 -0.524 2.634  -0.6209
C: -1.474 -1.535 2.311  -0.6037
H: -0.838 0.465 2.752  0.2030
H: 0.096 -0.780 3.569  0.2050
H: 0.215 -0.312 1.767  0.2157
H: -1.130 -2.555 2.277  0.2008
H: -1.926 -1.294 1.278  0.1962
H: -2.247 -1.516 3.145  0.2038

---

Arrangement c

This record from the Open Molecules 2025 dataset describes a 2-piece molecular cluster, C9H14 overall. The level of theory is ωB97M-V with the def2-TZVPD basis set.

As for the HOMO energy: -0.3334 Eh. As for the structure (SMILES): Cc1ccccc1.CC. As for the spin multiplicity: 1. Its LUMO energy is 1.01 eV.

Each line ends with the natural charge from an NBO analysis.
Atoms and positions in Å:
C: 2.579 0.735 0.844  -0.6432
C: 1.415 -0.125 0.632  -0.0585
C: 1.429 -1.501 0.348  -0.1935
C: 0.315 -2.326 0.501  -0.2182
C: -0.991 -1.760 0.691  -0.2286
C: -1.060 -0.371 0.711  -0.2036
C: 0.169 0.392 0.715  -0.2060
H: 3.350 0.513 0.106  0.2239
H: 3.259 0.469 1.686  0.2327
H: 2.433 1.830 0.711  0.2289
H: 2.466 -2.164 0.270  0.2083
H: 0.378 -3.433 0.668  0.2198
H: -1.935 -2.277 0.695  0.2157
H: -2.005 0.119 0.731  0.2067
H: -0.059 1.499 0.884  0.2128
C: -1.661 2.390 -1.245  -0.6047
C: -1.786 1.300 -2.378  -0.6211
H: -2.352 3.272 -1.225  0.2038
H: -1.882 1.925 -0.266  0.1938
H: -0.697 2.776 -1.329  0.2011
H: -0.932 0.630 -2.456  0.2137
H: -2.552 0.534 -2.121  0.2058
H: -1.926 1.905 -3.271  0.2102

---

Name the most stable of them. arrangement a.

---

Arrangement a

This record from the Open Molecules 2025 dataset describes the molecule C3H3FO2. The level of theory is ωB97M-V with the def2-TZVPD basis set.

As for the HOMO energy: -0.4146 Eh. As for the structure (SMILES): O=C(F)[C@@H]1CO1. As for the spin multiplicity: 1. Its LUMO energy is 0.66 eV.

Each line ends with the natural charge from an NBO analysis.
Atoms and positions in Å:
O: 2.166 -1.063 0.285  -0.4936
C: 1.293 -0.326 -0.037  0.8363
F: 1.632 0.775 -0.777  -0.3401
C: -0.135 -0.476 0.318  -0.0919
C: -1.081 0.533 -0.222  -0.0828
O: -0.745 0.572 1.142  -0.4405
H: -0.499 -1.385 0.583  0.2170
H: -0.607 1.219 -0.956  0.2088
H: -2.024 0.151 -0.337  0.1868

---

Arrangement b

This record from the Open Molecules 2025 dataset describes C3H3FO2 as an isolated structure. The level of theory is ωB97M-V with the def2-TZVPD basis set.

As for the HOMO energy: -0.3379 Eh. As for the spin multiplicity: 1. Its LUMO energy is 0.63 eV.

Each line ends with the natural charge from an NBO analysis.
Atoms and positions in Å:
C: 0.083 -0.859 0.045  0.6114
C: -1.449 0.416 -0.049  0.6998
C: 1.205 0.120 -0.033  -0.7533
O: -0.209 -1.978 0.142  -0.4606
O: -1.258 1.584 0.051  -0.5828
F: -2.592 -0.216 -0.065  -0.3214
H: 0.931 1.197 -0.292  0.2898
H: 1.805 -0.388 -0.821  0.2545
H: 1.485 0.125 1.021  0.2626

---

Name the most stable of them. arrangement a.